Density functional theory data (the ωB97M-V functional and the def2-TZVPD basis) for a structure of composition C22H44B3BrO11S4.

Properties
maximum force: 0.0538 hartree/bohr
total energy: -161467.3890 eV
Kohn-Sham gap: 8.09 eV
E_LUMO: 0.264 eV

```
! RIJCOSX wB97M-V def2-TZVPD def2/J DEFGRID3
* xyz 0 1
C -1.762 -0.320 2.532
C -0.565 0.049 1.848
B 0.771 -0.563 2.405
O 2.059 -0.271 1.864
B 3.106 -0.806 2.621
Br 4.804 -1.185 1.630
O 3.082 -1.079 3.994
B 1.713 -0.965 4.420
C 1.446 -0.349 5.866
C 1.517 1.210 5.933
C 2.903 1.812 5.535
C 0.376 1.925 5.142
O 0.704 -1.434 3.538
H -2.624 -0.766 2.027
H -1.788 -0.079 3.613
H -0.645 0.773 1.000
H 2.244 -0.742 6.539
H 0.482 -0.738 6.264
H 1.353 1.484 7.001
H 3.685 1.312 6.144
H 3.078 1.681 4.448
H 2.895 2.891 5.797
H 0.419 1.752 4.046
H 0.475 3.025 5.284
H -0.635 1.621 5.482
C -4.741 0.500 -2.673
C -4.387 1.987 -2.627
C -3.762 2.266 -1.257
S -3.000 0.731 -0.730
O -3.696 0.249 0.440
O -1.561 0.866 -0.755
C -3.519 -0.235 -2.140
H -4.993 0.174 -3.682
H -5.604 0.306 -2.029
H -3.664 2.214 -3.416
H -5.260 2.617 -2.794
H -3.003 3.040 -1.312
H -4.512 2.534 -0.525
H -3.731 -1.253 -1.830
H -2.707 -0.226 -2.866
C 6.796 -3.229 -1.193
C 7.683 -3.263 0.055
C 8.784 -4.299 -0.193
S 9.034 -4.349 -1.966
O 8.638 -5.650 -2.451
O 10.320 -3.775 -2.286
C 7.753 -3.176 -2.379
H 6.119 -2.374 -1.186
H 6.191 -4.138 -1.242
H 8.131 -2.279 0.210
H 7.109 -3.506 0.950
H 9.718 -4.021 0.292
H 8.480 -5.293 0.131
H 7.287 -3.455 -3.322
H 8.218 -2.193 -2.466
C -1.193 -5.840 -3.270
C -2.535 -6.004 -3.990
C -3.463 -4.893 -3.489
S -2.400 -3.532 -3.012
O -2.511 -3.339 -1.586
O -2.569 -2.444 -3.947
C -0.855 -4.356 -3.356
H -0.413 -6.455 -3.721
H -1.296 -6.140 -2.224
H -2.384 -5.900 -5.068
H -2.970 -6.988 -3.815
H -4.148 -4.557 -4.265
H -4.023 -5.205 -2.609
H -0.101 -4.043 -2.636
H -0.548 -4.079 -4.365
C -4.058 7.830 0.290
C -3.087 7.731 -0.891
C -2.984 6.252 -1.277
S -4.544 5.503 -0.809
O -4.299 4.561 0.254
O -5.282 5.151 -2.000
C -5.260 6.972 -0.088
H -4.350 8.861 0.488
H -3.585 7.433 1.191
H -3.479 8.305 -1.734
H -2.108 8.141 -0.644
H -2.831 6.121 -2.346
H -2.191 5.748 -0.724
H -5.881 6.700 0.763
H -5.865 7.457 -0.856
*
```


Density functional theory data (the ωB97M-V functional and the def2-TZVPD basis) for a cluster of 3 separate species, C22H44BrN2O8S in total.

Properties
maximum force: 0.0189 hartree/bohr
total energy: -123751.9486 eV
Kohn-Sham gap: 7.00 eV
E_LUMO: -3.265 eV

```
! RIJCOSX wB97M-V def2-TZVPD def2/J DEFGRID3
* xyz 1 1
C -4.668 -4.730 -0.845
S -3.978 -3.110 -0.588
O -4.052 -2.777 0.804
O -4.488 -2.233 -1.596
C -2.180 -3.298 -0.828
C -1.613 -4.323 0.147
Br -0.876 -3.573 1.763
C -0.517 -5.081 -0.635
C -0.348 -4.363 -1.974
C 0.769 -3.341 -2.172
C 0.952 -2.127 -1.212
C 0.967 -0.725 -1.886
C 0.049 0.311 -1.228
N -0.548 1.272 -2.147
C -1.411 2.259 -1.734
C -1.866 2.944 -2.837
C -1.222 2.388 -3.959
C -0.412 1.370 -3.506
N -1.780 -3.883 -2.160
C -2.135 -3.204 -3.441
O -2.192 -1.866 -3.148
O -2.213 -1.297 -4.462
H -3.915 -5.456 -1.135
H -5.084 -5.033 0.106
H -5.429 -4.626 -1.605
H -1.818 -2.292 -0.677
H -2.372 -5.008 0.493
H 0.393 -5.197 -0.068
H -0.896 -6.072 -0.871
H -0.209 -5.103 -2.757
H 0.724 -2.979 -3.194
H 1.665 -3.952 -2.126
H 1.914 -2.247 -0.730
H 0.235 -2.137 -0.401
H 0.742 -0.808 -2.940
H 1.983 -0.349 -1.827
H -0.768 -0.216 -0.735
H 0.573 0.858 -0.452
H -1.680 2.461 -0.715
H -2.563 3.758 -2.845
H -1.340 2.708 -4.977
H 0.220 0.728 -4.077
H -2.328 -4.744 -2.168
H -1.338 -3.392 -4.156
H -3.055 -3.632 -3.833
H -2.843 -0.570 -4.320
C 2.919 -0.478 2.027
O 3.599 0.295 1.060
C 3.147 1.642 1.047
C 4.069 2.557 1.818
O 4.108 2.230 3.196
C 5.246 1.472 3.571
H 3.495 -1.387 2.197
H 2.816 0.058 2.972
H 1.921 -0.759 1.661
H 2.129 1.703 1.449
H 3.116 1.972 0.003
H 3.694 3.581 1.733
H 5.075 2.530 1.387
H 6.133 2.108 3.638
H 5.440 0.660 2.866
H 5.044 1.049 4.554
C -0.985 2.878 2.853
O -0.315 3.683 1.898
C -0.784 5.027 1.881
C 0.116 5.962 2.656
O 0.146 5.646 4.035
C 1.285 4.889 4.404
H -0.384 1.981 3.004
H -1.095 3.394 3.808
H -1.976 2.582 2.490
H -1.803 5.076 2.274
H -0.807 5.350 0.835
H -0.269 6.981 2.557
H 1.127 5.940 2.236
H 2.168 5.532 4.468
H 1.479 4.086 3.690
H 1.098 4.453 5.384
*
```


Density functional theory data (the ωB97M-V functional and the def2-TZVPD basis) for a cluster of 6 separate species, C22H44Cl2O5 in total.

Properties
maximum force: 0.0668 hartree/bohr
energy relative to the best compared isomer or geometry (same formula, charge and spin): 0.0 kcal/mol
total energy: -58806.2728 eV
Kohn-Sham gap: 9.98 eV
E_LUMO: 0.522 eV
SMILES: C1CCOC1.C1CCOC1.C1CCOC1.C1CCOC1.C1CCOC1.ClCCCl

```
! RIJCOSX wB97M-V def2-TZVPD def2/J DEFGRID3
* xyz 0 1
C -4.167 -3.306 1.087
C -3.383 -4.120 0.014
C -3.780 -3.479 -1.383
O -4.402 -2.265 -1.015
C -5.023 -2.423 0.254
H -3.496 -2.759 1.757
H -4.832 -3.896 1.693
H -3.631 -5.178 0.089
H -2.291 -4.036 0.212
H -4.481 -4.219 -1.833
H -2.940 -3.258 -2.041
H -5.990 -2.960 0.180
H -5.270 -1.399 0.545
C -1.828 1.331 5.658
C -0.923 1.626 4.455
C 0.469 1.304 5.031
O 0.179 0.298 6.025
C -0.868 0.812 6.797
H -2.509 0.539 5.327
H -2.435 2.171 5.950
H -1.105 2.572 3.993
H -1.122 0.944 3.668
H 0.908 2.215 5.518
H 1.213 0.941 4.341
H -0.506 1.648 7.471
H -1.227 0.109 7.484
C 3.232 3.669 1.641
C 2.975 2.852 2.880
C 3.489 3.819 3.878
O 4.550 4.587 3.288
C 4.615 4.216 1.905
H 2.647 4.628 1.532
H 3.148 3.083 0.762
H 3.588 1.920 2.997
H 1.905 2.567 2.968
H 3.950 3.239 4.705
H 2.713 4.504 4.305
H 5.392 3.460 1.669
H 4.835 5.159 1.394
C -0.916 -1.852 -4.865
C -0.843 -1.281 -6.281
C -0.310 -2.471 -7.062
O 0.736 -3.003 -6.237
C 0.295 -2.714 -4.780
H -1.857 -2.325 -4.685
H -0.912 -1.095 -4.140
H -0.146 -0.421 -6.307
H -1.833 -0.951 -6.552
H 0.148 -2.366 -8.037
H -1.168 -3.186 -7.172
H 1.104 -2.305 -4.218
H 0.066 -3.736 -4.470
C 3.024 -0.182 -2.523
C 2.236 0.726 -3.476
C 1.497 1.709 -2.480
O 2.087 1.479 -1.227
C 3.273 0.737 -1.364
H 3.853 -0.541 -3.030
H 2.361 -1.044 -2.228
H 1.523 0.215 -4.169
H 2.952 1.290 -4.047
H 0.339 1.539 -2.397
H 1.666 2.776 -2.735
H 3.592 0.271 -0.391
H 4.060 1.450 -1.647
Cl -2.545 0.884 1.416
C -1.867 -0.608 0.620
C -0.749 -0.295 -0.308
Cl -0.318 -1.783 -1.180
H -2.702 -1.043 0.156
H -1.480 -1.233 1.416
H 0.195 -0.033 0.199
H -0.960 0.480 -1.003
*
```


Question: Look up the Kohn-Sham gap of the second one.
Answer: 7.00 eV


Question: The highest maximum force belongs to which entry?
Answer: C22H44Cl2O5